Model A:
C3H8NS2 | ωB97M-V with the def2-TZVPD basis set

ORCA input file:
```
! RIJCOSX wB97M-V def2-TZVPD def2/J DEFGRID3
* xyz 1 1
C 1.11866 1.00087 -0.33812
C 0.27870 -0.25015 -0.37631
N 0.69256 -1.27997 0.59276
C -1.33516 0.02446 -0.07827
S -2.11351 -1.10509 0.81345
S -1.94674 1.51783 -0.63556
H 1.18470 1.40942 0.66615
H 2.12020 0.79184 -0.70863
H 0.68641 1.75785 -0.98607
H 0.27856 -0.68306 -1.38134
H 1.22541 -0.87241 1.36703
H 1.23731 -2.04140 0.18120
H -0.26916 -1.65859 0.96614
H -3.15794 1.38841 -0.08244
*
```

The HOMO energy is -13.8 eV. The LUMO energy is -4.65 eV. For the HOMO-LUMO gap, the calculation gives 9.151 eV.

Now the Mulliken charges, all in e: atom 1 (C): -1.397, atom 2 (C): 0.011, atom 3 (N): -0.183, atom 4 (C): 0.352, atom 5 (S): -0.311, atom 6 (S): -0.115, atom 7 (H): 0.439, atom 8 (H): 0.378, atom 9 (H): 0.420, atom 10 (H): 0.268, atom 11 (H): 0.363, atom 12 (H): 0.374, atom 13 (H): 0.194, atom 14 (H): 0.208

Model B:
C3H8NS2 | ωB97M-V with the def2-TZVPD basis set

ORCA input file:
```
! RIJCOSX wB97M-V def2-TZVPD def2/J DEFGRID3
* xyz 1 1
C 2.56132 -0.41854 -0.38075
C 0.22504 0.54486 -0.36215
C -2.13145 -0.14422 0.22141
N -0.81737 0.32028 0.67561
S 1.87485 1.10461 0.35928
S 0.90378 -1.11277 -0.91443
H 3.15119 -0.25938 -1.34065
H 3.24060 -0.98559 0.25570
H -0.19409 1.17801 -1.13368
H -3.11815 0.46075 0.35733
H -2.12440 -0.21853 -0.88079
H -2.32842 -1.14120 0.54933
H -0.47555 -0.49043 1.23857
H -0.76735 1.16215 1.35520
*
```

The HOMO energy is -13.8 eV. The LUMO energy is -4.05 eV. For the HOMO-LUMO gap, the calculation gives 9.768 eV.

Now the Mulliken charges, all in e: atom 1 (C): -0.505, atom 2 (C): -0.545, atom 3 (C): -0.765, atom 4 (N): -0.199, atom 5 (S): -0.042, atom 6 (S): -0.037, atom 7 (H): 0.306, atom 8 (H): 0.390, atom 9 (H): 0.621, atom 10 (H): 0.326, atom 11 (H): 0.290, atom 12 (H): 0.332, atom 13 (H): 0.422, atom 14 (H): 0.405

We find model A to be the most stable, with the next structure 1.141 eV higher.